No. 1
Molecular formula: C34H68F3N5O13PS
Method: DFT, wB97M-V/def2-TZVPD

Calculated values
HOMO level = -0.3849 Ha
LUMO energy = -5.63 eV
net charge = +1
F_max = 0.190 Eh/bohr
energy above the lowest of the compared OMol25 structures with the same formula, charge and spin = 413.3 kcal per mole

Cartesian coordinates (Å):
C 7.464 1.453 2.124
C 6.307 0.297 1.780
P 4.567 0.711 2.489
C 4.843 1.075 4.397
C 3.424 -0.860 2.523
C 2.397 -0.966 3.837
C 1.918 -2.463 4.392
C 1.221 -2.641 5.870
O 2.012 -2.526 6.979
O -0.220 -2.880 5.999
C -0.912 -1.717 6.574
C -1.060 -0.455 5.507
C -2.128 -0.813 4.317
C -1.894 -0.032 2.895
N -0.467 0.385 2.617
C -0.359 1.922 2.683
N -0.451 2.521 3.930
N -0.109 2.723 1.395
C 2.284 -3.726 3.363
S 1.838 -5.484 3.907
O 2.392 -5.810 5.349
O 2.511 -6.553 2.963
C -0.035 -5.785 4.013
F -0.382 -5.995 5.457
F -0.445 -7.022 3.298
F -0.664 -4.541 3.445
C 2.990 -3.377 1.890
N 3.459 -1.974 1.506
C 3.898 -1.629 0.082
N 2.978 -0.575 -0.589
H 8.482 0.906 2.318
H 7.196 2.107 3.057
H 7.575 2.214 1.214
H 6.213 0.325 0.590
H 6.757 -0.733 2.120
H 5.101 0.011 4.873
H 3.778 1.355 4.828
H 5.667 1.881 4.593
H 2.069 0.053 4.336
H -1.989 -2.045 6.902
H -0.264 -1.355 7.492
H 0.033 -0.218 5.139
H -1.450 0.458 6.154
H -3.201 -0.469 4.711
H -2.131 -1.969 4.137
H -2.618 0.889 2.763
H -2.191 -0.793 2.025
H -0.315 0.169 1.586
H -0.585 1.779 4.640
H 0.927 2.918 1.313
H -0.375 2.154 0.559
H 3.146 -4.261 1.137
H 3.697 -2.621 -0.555
H 5.025 -1.392 -0.033
H 1.974 -0.699 -0.300
H 3.316 0.395 -0.403
C 0.493 -9.004 0.748
O 0.328 -8.244 -0.438
C 0.606 -6.857 -0.236
C 1.014 -6.200 -1.558
O 2.381 -6.451 -1.912
C 2.675 -7.781 -2.361
C 2.141 -8.073 -3.765
O 0.743 -8.360 -3.717
C 0.093 -8.089 -4.948
H -0.204 -8.663 1.519
H 0.283 -10.051 0.518
H 1.524 -8.931 1.107
H 1.406 -6.726 0.498
H -0.311 -6.390 0.138
H 0.944 -5.114 -1.430
H 0.339 -6.466 -2.374
H 2.343 -8.525 -1.634
H 3.768 -7.841 -2.395
H 2.644 -8.955 -4.175
H 2.336 -7.211 -4.415
H 0.200 -7.032 -5.211
H -0.972 -8.305 -4.829
H 0.498 -8.721 -5.744
C -4.895 4.058 -2.168
O -4.326 4.814 -1.112
C -4.392 6.221 -1.356
C -4.357 6.991 -0.033
O -5.626 7.018 0.636
C -6.037 5.785 1.243
C -5.250 5.448 2.511
O -3.976 4.898 2.176
C -3.019 5.085 3.205
H -4.348 4.232 -3.099
H -4.826 2.998 -1.908
H -5.951 4.312 -2.292
H -5.306 6.476 -1.902
H -3.521 6.490 -1.961
H -4.128 8.038 -0.259
H -3.569 6.630 0.630
H -6.021 4.966 0.521
H -7.085 5.937 1.525
H -5.792 4.694 3.091
H -5.132 6.354 3.118
H -2.872 6.152 3.400
H -2.067 4.665 2.869
H -3.332 4.571 4.119
C -1.591 3.380 -3.596
O -1.756 4.139 -4.782
C -1.478 5.527 -4.580
C -1.070 6.184 -5.902
O 0.297 5.933 -6.256
C 0.591 4.603 -6.705
C 0.057 4.311 -8.109
O -1.341 4.023 -8.061
C -1.991 4.295 -9.292
H -2.288 3.721 -2.825
H -1.801 2.333 -3.826
H -0.560 3.453 -3.238
H -0.678 5.658 -3.846
H -2.395 5.994 -4.206
H -1.140 7.270 -5.774
H -1.745 5.918 -6.718
H 0.259 3.859 -5.978
H 1.684 4.543 -6.740
H 0.560 3.429 -8.519
H 0.252 5.173 -8.759
H -1.884 5.352 -9.555
H -3.056 4.078 -9.173
H -1.586 3.663 -10.088

Here are the Mulliken charges for atoms 1 to 8, given in e: -0.81, -0.45, 0.07, -0.92, 0.13, -0.42, 0.81, 0.01

=====

No. 2
Molecular formula: C34H68O12S
Method: DFT, wB97M-V/def2-TZVPD

Calculated values
SMILES = COC[C@H]1CC[C@@H](O)OS1(=O)=O.C1CCOC1.C1CCOC1.C1CCOC1.C1CCOC1.C1CCOC1.C1CCOC1.C1CCOC1
HOMO level = -0.3413 Ha
LUMO energy = 0.54 eV
net charge = 0
F_max = 0.096 Eh/bohr
energy above the lowest of the compared OMol25 structures with the same formula, charge and spin = 12.0 kcal per mole

Cartesian coordinates (Å):
C -5.175 0.112 0.311
O -5.634 -0.368 1.569
C -4.642 -1.146 2.180
C -3.302 -0.370 2.406
C -3.082 -0.113 3.949
C -1.593 0.349 4.213
C -0.706 0.389 2.956
O 0.574 0.838 3.311
O -0.505 -0.881 2.317
S -1.963 -1.511 1.894
O -2.085 -1.847 0.462
O -2.134 -2.752 2.696
H -5.955 0.109 -0.466
H -4.889 1.174 0.460
H -4.276 -0.415 -0.056
H -5.014 -1.455 3.172
H -4.441 -2.088 1.634
H -3.258 0.622 1.932
H -3.741 0.726 4.214
H -3.321 -1.042 4.477
H -1.606 1.382 4.602
H -1.158 -0.295 4.995
H -1.072 1.084 2.176
H 0.930 1.320 2.563
C -6.561 -1.124 8.101
C -7.439 -1.123 6.861
C -6.610 -0.298 5.891
O -5.235 -0.522 6.233
C -5.169 -1.193 7.498
H -6.768 -1.947 8.785
H -6.687 -0.185 8.647
H -7.551 -2.143 6.484
H -8.434 -0.710 7.026
H -6.817 0.772 6.001
H -6.778 -0.579 4.849
H -4.866 -2.230 7.316
H -4.413 -0.716 8.125
C 4.562 -0.512 0.626
C 3.591 -1.618 0.255
C 2.310 -1.148 0.920
O 2.355 0.292 0.926
C 3.675 0.721 0.571
H 5.424 -0.444 -0.038
H 4.927 -0.665 1.646
H 3.461 -1.648 -0.831
H 3.904 -2.604 0.586
H 2.251 -1.488 1.959
H 1.414 -1.483 0.396
H 3.634 1.135 -0.444
H 4.001 1.508 1.254
C -0.404 2.938 -1.261
C -1.688 3.668 -1.608
C -2.726 2.577 -1.425
O -2.229 1.703 -0.399
C -0.855 2.018 -0.140
H 0.411 3.599 -0.964
H -0.072 2.349 -2.118
H -1.861 4.477 -0.891
H -1.693 4.095 -2.610
H -2.850 1.989 -2.338
H -3.701 2.969 -1.130
H -0.798 2.521 0.834
H -0.272 1.095 -0.090
C 6.148 -6.268 1.630
C 7.404 -5.706 0.986
C 6.829 -4.691 0.013
O 5.613 -4.206 0.597
C 5.260 -5.039 1.709
H 6.321 -6.729 2.602
H 5.696 -7.016 0.973
H 8.014 -5.200 1.739
H 8.022 -6.459 0.497
H 6.582 -5.156 -0.947
H 7.505 -3.854 -0.170
H 5.446 -4.473 2.629
H 4.198 -5.282 1.660
C 1.628 1.370 -5.540
C 0.505 1.606 -6.534
C -0.577 2.201 -5.650
O 0.095 2.912 -4.601
C 1.486 2.569 -4.618
H 2.615 1.302 -5.998
H 1.445 0.446 -4.984
H 0.820 2.337 -7.284
H 0.181 0.704 -7.054
H -1.190 1.419 -5.190
H -1.234 2.884 -6.189
H 2.043 3.432 -4.999
H 1.823 2.360 -3.600
C -6.916 2.055 -4.971
C -6.541 0.689 -4.421
C -5.025 0.732 -4.485
O -4.644 2.102 -4.305
C -5.808 2.930 -4.413
H -7.910 2.390 -4.676
H -6.869 2.042 -6.063
H -6.871 0.604 -3.382
H -6.966 -0.143 -4.982
H -4.658 0.404 -5.464
H -4.553 0.119 -3.715
H -6.057 3.295 -3.410
H -5.587 3.789 -5.049
C 7.741 1.561 -1.418
C 8.069 1.427 -2.894
C 9.508 0.937 -2.850
O 9.644 0.172 -1.645
C 8.492 0.386 -0.822
H 6.673 1.535 -1.201
H 8.147 2.499 -1.030
H 7.429 0.667 -3.350
H 7.953 2.353 -3.458
H 10.212 1.774 -2.801
H 9.768 0.315 -3.708
H 7.885 -0.526 -0.845
H 8.807 0.567 0.207

Here are the Mulliken charges for atoms 1 to 8, given in e: -0.38, -0.47, -0.81, 0.49, -0.76, -0.99, 0.73, -0.63